9
Properties=species:S:1:pos:R:3:nbo_charge:R:1 method="wB97M-V/def2-TZVPD" orbital_gap_ev=8.309 lumo_energy_ev=-0.6 homo_ev=-8.862 e_above_lowest_kj_mol=119.4
N 2.142 -1.719 0.251 -0.287
C 1.110 -1.284 0.366 0.260
C -0.251 -0.939 0.136 -0.479
C -0.232 0.678 0.126 -0.397
C -0.337 1.767 -0.597 -0.059
S -0.554 3.098 -1.330 0.194
H -0.994 -1.140 0.837 0.255
H -0.554 -1.380 -0.947 0.265
H -0.329 0.919 1.158 0.247